(1)
Below is C25H30CaN3O9 as an isolated structure, with properties calculated with ωB97M-V with the def2-TZVPD basis set.

Properties
Frontier orbital gap = 4.992 eV
Energy above the lowest of the compared OMol25 structures with the same formula, charge and spin = 182.0 kJ/mol
Total energy = -2489.40806 Eh
Molecular weight = 556.6 g/mol
Multiplicity = 1
Total charge = -1

Atoms and positions in Å:
1 O 0.595 0.085 -4.783
2 C 0.586 1.294 -5.600
3 C 0.402 0.478 -6.888
4 H 1.545 1.827 -5.500
5 H -0.285 1.950 -5.408
6 C 0.478 -0.745 -5.959
7 H 1.217 0.531 -7.610
8 H -0.589 0.615 -7.329
9 C 1.748 -1.532 -6.186
10 H 2.625 -0.885 -6.056
11 H 1.734 -1.915 -7.211
12 H 1.796 -2.366 -5.483
13 C -0.779 -1.576 -5.849
14 H -1.622 -0.983 -5.468
15 H -0.589 -2.393 -5.146
16 H -1.020 -1.989 -6.836
17 Ca 0.003 -0.212 1.220
18 C -2.703 -1.102 1.967
19 C -2.830 0.261 2.361
20 C -3.046 1.045 1.196
21 H -2.851 0.628 3.384
22 C -3.100 0.159 0.082
23 C -2.799 -1.154 0.548
24 H -2.715 -2.051 -0.060
25 H -2.640 -1.949 2.647
26 H -3.199 2.124 1.174
27 H -3.430 0.417 -0.922
28 C 1.363 -2.255 2.635
29 C 0.352 -2.831 1.820
30 C 0.758 -2.704 0.458
31 H -0.534 -3.342 2.183
32 C 2.023 -2.031 0.441
33 C 2.391 -1.754 1.788
34 H 3.339 -1.327 2.126
35 H 1.395 -2.300 3.722
36 H 0.237 -3.124 -0.400
37 H 2.635 -1.842 -0.443
38 O 1.040 0.853 -2.578
39 C -0.252 0.175 -2.525
40 C -1.328 1.267 -2.668
41 H -0.383 -0.321 -1.533
42 H -0.330 -0.624 -3.278
43 C -0.548 2.609 -2.737
44 H -1.946 1.281 -1.768
45 H -1.972 1.094 -3.540
46 C 0.768 2.190 -2.077
47 H -1.032 3.409 -2.196
48 H -0.411 2.854 -3.789
49 H 0.600 2.135 -0.975
50 H 1.628 2.842 -2.286
51 O 0.601 1.298 9.166
52 N 1.298 1.719 8.216
53 O 2.268 2.485 8.374
54 C 0.954 1.270 6.883
55 C -0.126 0.382 6.783
56 C -0.358 -0.191 5.556
57 C 0.217 0.378 4.390
58 O -0.363 0.161 3.281
59 C 1.381 1.207 4.509
60 C 1.733 1.671 5.779
61 N 2.145 1.550 3.329
62 O 3.149 2.262 3.478
63 O 1.812 1.118 2.166
64 N -1.359 -1.246 5.336
65 O -2.359 -1.234 6.075
66 O -1.175 -2.095 4.443
67 H -0.742 0.131 7.642
68 H 2.598 2.317 5.927

These are the Mulliken partial charges, in e, on atoms 1 to 5: O -0.244; C -0.485; C -0.858; H 0.242; H 0.270


(2)
Below is C25H30Cl2N2ReSi2 as an isolated structure, with properties calculated with ωB97M-V with the def2-TZVPD basis set.

Properties
Frontier orbital gap (spin up / spin down) = 7.155 / 6.992 eV
Energy above the lowest of the compared OMol25 structures with the same formula, charge and spin = 81.6 kJ/mol
Total energy = -2657.78511 Eh
Molecular weight = 671.8 g/mol
Expectation value of S² = 0.76
Multiplicity = 2

Atoms and positions in Å:
1 Re 0.883 -0.749 0.376
2 C -1.744 -3.427 0.336
3 Si -1.462 -1.533 0.366
4 C -2.407 -0.792 -1.129
5 C -2.431 -0.837 1.856
6 C -3.657 -1.339 2.296
7 C -4.366 -0.705 3.305
8 C -3.860 0.459 3.886
9 C -2.650 0.973 3.449
10 C -1.928 0.332 2.442
11 Si -0.263 0.960 1.804
12 C -0.514 2.736 1.176
13 C 0.908 1.091 3.308
14 H -2.461 -3.727 1.102
15 H -0.825 -3.983 0.529
16 H -2.134 -3.745 -0.632
17 H -3.465 -0.678 -0.879
18 H -2.330 -1.433 -2.009
19 H -2.035 0.198 -1.412
20 H -4.070 -2.235 1.845
21 H -5.314 -1.108 3.640
22 H -4.410 0.955 4.675
23 H -2.266 1.880 3.906
24 H -1.169 3.256 1.879
25 H -0.992 2.780 0.197
26 H 0.423 3.293 1.118
27 H 1.838 1.609 3.069
28 H 1.142 0.116 3.739
29 H 0.403 1.677 4.080
30 Cl 0.892 -2.668 2.935
31 C 1.840 -2.199 1.497
32 H 1.924 -3.093 0.862
33 H 2.839 -1.944 1.862
34 N 4.112 2.282 0.789
35 C 3.451 1.125 1.024
36 N 2.415 0.961 0.246
37 C 2.365 2.106 -0.553
38 C 1.434 2.522 -1.506
39 C 1.635 3.745 -2.108
40 C 2.726 4.560 -1.775
41 C 3.643 4.179 -0.819
42 C 3.437 2.943 -0.216
43 H 4.937 2.592 1.271
44 H 3.766 0.422 1.778
45 H 0.574 1.915 -1.752
46 H 0.927 4.094 -2.848
47 H 2.843 5.513 -2.273
48 H 4.477 4.813 -0.549
49 Cl -2.055 -3.902 -5.558
50 C -1.050 -3.037 -4.433
51 C -0.519 -3.704 -3.338
52 C 0.275 -3.011 -2.445
53 C 0.555 -1.655 -2.619
54 C 1.397 -0.899 -1.656
55 C 0.025 -1.021 -3.743
56 C -0.781 -1.697 -4.645
57 H -0.736 -4.752 -3.188
58 H 0.674 -3.534 -1.584
59 H 1.792 -0.013 -2.155
60 H 2.296 -1.505 -1.401
61 H 0.243 0.027 -3.915
62 H -1.200 -1.192 -5.505

These are the Mulliken partial charges, in e, on atoms 1 to 5: Re 1.036; C -1.295; Si 0.691; C -1.223; C 0.480


(3)
Below is C25H30Cl2N8NaS2Se as an isolated structure, with properties calculated with ωB97M-V with the def2-TZVPD basis set.

Properties
Frontier orbital gap = 5.240 eV
Energy above the lowest of the compared OMol25 structures with the same formula, charge and spin = 156.5 kJ/mol
Total energy = -5689.30355 Eh
Molecular weight = 679.6 g/mol
Multiplicity = 1
Total charge = -1

Atoms and positions in Å:
1 Na -0.576 0.170 -0.223
2 N -2.057 -3.307 -2.665
3 C -2.101 -2.052 -2.111
4 S -2.748 -1.897 -0.552
5 N -1.743 -1.089 -2.943
6 N -1.413 0.099 -2.448
7 C -1.361 1.066 -3.294
8 C -0.809 2.358 -2.949
9 C -0.617 3.309 -3.965
10 C -0.002 4.507 -3.670
11 C 0.393 4.751 -2.362
12 C 0.127 3.774 -1.413
13 N -0.456 2.613 -1.679
14 H -2.099 -4.057 -1.997
15 H -1.423 -3.420 -3.442
16 H -1.659 0.901 -4.330
17 H -0.933 3.078 -4.975
18 H 0.178 5.237 -4.450
19 H 0.902 5.664 -2.084
20 H 0.418 3.925 -0.381
21 C -1.986 4.762 2.108
22 C -1.788 3.447 1.398
23 N -0.720 2.760 1.505
24 N 0.231 3.235 2.353
25 C 1.528 2.799 2.311
26 N 2.216 3.047 3.473
27 S 2.255 2.171 0.978
28 C -2.894 2.955 0.533
29 C -3.292 3.683 -0.583
30 C -4.326 3.187 -1.360
31 C -4.951 2.016 -0.974
32 C -4.517 1.388 0.184
33 N -3.505 1.838 0.920
34 H -1.130 5.414 1.913
35 H -2.899 5.247 1.772
36 H -2.059 4.613 3.190
37 H -0.059 3.742 3.177
38 H 1.695 2.903 4.325
39 H 3.126 2.616 3.469
40 H -2.768 4.592 -0.854
41 H -4.631 3.712 -2.257
42 H -5.758 1.587 -1.553
43 H -4.995 0.487 0.542
44 C 3.943 -7.194 -0.357
45 C 3.394 -5.828 -0.030
46 C 2.490 -5.633 1.003
47 C 2.023 -4.366 1.343
48 C 1.030 -4.217 2.459
49 C 2.485 -3.246 0.635
50 Se 1.997 -1.487 1.181
51 C 3.357 -3.433 -0.454
52 C 3.826 -2.273 -1.282
53 C 3.795 -4.716 -0.761
54 H 3.434 -7.970 0.216
55 H 5.009 -7.245 -0.120
56 H 3.829 -7.419 -1.419
57 H 2.137 -6.493 1.567
58 H 0.699 -5.191 2.824
59 H 0.163 -3.648 2.115
60 H 1.468 -3.656 3.289
61 H 2.990 -1.622 -1.539
62 H 4.310 -2.619 -2.199
63 H 4.532 -1.661 -0.716
64 H 4.482 -4.854 -1.592
65 Cl -0.345 0.638 4.974
66 C -0.342 -0.733 3.844
67 Cl -1.522 -0.517 2.552
68 H -0.628 -1.601 4.426
69 H 0.648 -0.846 3.403

These are the Mulliken partial charges, in e, on atoms 1 to 5: Na 0.817; N -0.482; C 0.411; S -0.527; N -1.422


(4)
Below is the molecule C25H30FN5O3S, with properties calculated with ωB97M-V with the def2-TZVPD basis set.

Properties
SMILES = CCn1c(CNC(=O)COc2ccc(C(C)C)cc2)nnc1SCC(=O)Nc1cc(F)ccc1C
Frontier orbital gap = 8.914 eV
Total energy = -1968.27272 Eh
Molecular weight = 499.6 g/mol
Multiplicity = 1

Atoms and positions in Å:
1 C 4.329 2.067 -1.498
2 C 3.464 1.284 -0.516
3 N 2.568 0.393 -1.210
4 C 2.717 -0.930 -1.533
5 C 3.803 -1.824 -1.043
6 N 3.373 -2.376 0.227
7 C 3.708 -1.812 1.407
8 O 4.623 -1.029 1.551
9 C 2.764 -2.256 2.527
10 O 1.426 -2.070 2.115
11 C 0.932 -0.783 2.069
12 C -0.395 -0.655 1.669
13 C -1.016 0.578 1.691
14 C -0.339 1.718 2.109
15 C -1.005 3.068 2.252
16 C -2.509 2.969 2.492
17 C -0.740 3.942 1.023
18 C 1.005 1.584 2.431
19 C 1.646 0.357 2.410
20 N 1.674 -1.351 -2.190
21 N 0.824 -0.322 -2.340
22 C 1.362 0.719 -1.753
23 S 0.675 2.302 -1.664
24 C -0.871 2.005 -2.585
25 C -1.947 1.370 -1.706
26 O -2.744 2.062 -1.110
27 N -1.897 0.018 -1.706
28 C -2.736 -0.875 -1.032
29 C -3.798 -0.431 -0.250
30 C -4.580 -1.355 0.415
31 F -5.603 -0.909 1.175
32 C -4.347 -2.713 0.328
33 C -3.303 -3.141 -0.475
34 C -2.493 -2.253 -1.166
35 C -1.402 -2.775 -2.052
36 H 3.706 2.671 -2.154
37 H 4.927 1.391 -2.106
38 H 4.996 2.724 -0.949
39 H 4.087 0.697 0.162
40 H 2.849 1.968 0.076
41 H 3.956 -2.633 -1.759
42 H 4.735 -1.282 -0.876
43 H 2.519 -2.917 0.201
44 H 2.873 -3.330 2.702
45 H 2.991 -1.717 3.452
46 H -0.938 -1.540 1.374
47 H -2.051 0.639 1.398
48 H -0.546 3.557 3.121
49 H -3.020 2.659 1.583
50 H -2.900 3.942 2.779
51 H -2.732 2.259 3.286
52 H -1.261 3.533 0.162
53 H 0.323 3.996 0.800
54 H -1.110 4.950 1.197
55 H 1.568 2.457 2.733
56 H 2.689 0.311 2.680
57 H -1.206 2.997 -2.888
58 H -0.621 1.396 -3.451
59 H -1.085 -0.400 -2.164
60 H -4.022 0.619 -0.165
61 H -4.971 -3.409 0.863
62 H -3.116 -4.200 -0.570
63 H -0.418 -2.443 -1.728
64 H -1.409 -3.861 -2.050
65 H -1.543 -2.438 -3.079

These are the Mulliken partial charges, in e, on atoms 1 to 5: C -1.313; C -0.302; N 0.744; C 0.928; C -1.217


(5)
Below is C25H30IMoN5 as an isolated structure, with properties calculated with ωB97M-V with the def2-TZVPD basis set.

Properties
Frontier orbital gap (spin up / spin down) = 5.242 / 5.887 eV
Energy above the lowest of the compared OMol25 structures with the same formula, charge and spin = 79.4 kJ/mol
Total energy = -1608.88832 Eh
Molecular weight = 623.4 g/mol
Expectation value of S² = 2.03
Multiplicity = 3
Total charge = +4

Atoms and positions in Å:
1 Mo 0.388 0.000 -0.097
2 N -4.237 -2.220 -2.162
3 C -3.275 -1.432 -1.283
4 C -3.621 0.053 -1.398
5 C -3.031 0.937 -0.295
6 N -1.562 1.247 -0.472
7 C -3.262 0.363 1.091
8 C -2.747 -1.061 1.203
9 N -1.244 -1.088 1.201
10 C -3.370 -1.973 0.143
11 H -4.210 -1.917 -3.141
12 H -5.207 -2.109 -1.843
13 H -4.037 -3.226 -2.152
14 H -2.291 -1.639 -1.712
15 H -4.706 0.175 -1.307
16 H -3.357 0.436 -2.387
17 H -3.548 1.896 -0.368
18 H -1.411 2.047 0.144
19 H -1.431 1.644 -1.405
20 H -4.332 0.371 1.305
21 H -2.806 1.000 1.854
22 H -3.054 -1.467 2.169
23 H -0.938 -2.062 1.215
24 H -0.959 -0.764 2.129
25 H -4.424 -2.068 0.423
26 H -2.948 -2.980 0.202
27 N 2.137 -0.697 -1.312
28 C 2.493 0.171 -2.432
29 C 3.335 -0.179 -3.449
30 C 3.687 0.785 -4.420
31 C 3.234 2.070 -4.317
32 C 2.376 2.448 -3.252
33 C 1.926 3.762 -3.039
34 C 1.136 4.037 -1.943
35 C 0.760 2.999 -1.101
36 N 1.120 1.720 -1.280
37 C 1.977 1.461 -2.325
38 H 2.929 -0.750 -0.668
39 H 2.022 -1.659 -1.633
40 H 3.755 -1.177 -3.511
41 H 4.347 0.500 -5.228
42 H 3.535 2.819 -5.039
43 H 2.219 4.553 -3.719
44 H 0.805 5.043 -1.726
45 H 0.142 3.230 -0.240
46 I 1.438 1.446 1.936
47 C 1.918 -0.231 3.111
48 C 2.360 -0.092 4.390
49 C 2.755 -1.271 5.066
50 C 2.689 -2.482 4.439
51 C 2.217 -2.604 3.105
52 C 2.140 -3.858 2.458
53 C 1.679 -3.956 1.171
54 C 1.283 -2.794 0.480
55 C 1.334 -1.539 1.062
56 C 1.811 -1.439 2.397
57 H 2.428 0.868 4.886
58 H 3.119 -1.193 6.082
59 H 3.003 -3.377 4.961
60 H 2.457 -4.746 2.992
61 H 1.630 -4.918 0.679
62 H 0.909 -2.937 -0.536

These are the Mulliken partial charges, in e, on atoms 1 to 5: Mo -0.239; N -0.163; C 0.382; C -1.303; C -0.115


(6)
Below is the molecule C25H30N2O3, with properties calculated with ωB97M-V with the def2-TZVPD basis set.

Properties
SMILES = COc1cccc(-c2cc(CC3(O)CCN(CCCc4ccccc4)CC3)on2)c1
Frontier orbital gap = 8.955 eV
Energy above the lowest of the compared OMol25 structures with the same formula, charge and spin = 229.0 kJ/mol
Total energy = -1305.84148 Eh
Molecular weight = 406.5 g/mol
Multiplicity = 1

Atoms and positions in Å:
1 C -1.599 -3.769 -5.707
2 O -0.883 -2.923 -4.841
3 C -1.315 -1.640 -4.681
4 C -2.421 -1.085 -5.315
5 C -2.765 0.235 -5.063
6 C -2.028 1.009 -4.193
7 C -0.913 0.460 -3.556
8 C -0.142 1.269 -2.622
9 C 1.124 0.985 -2.040
10 C 1.371 2.061 -1.238
11 C 2.521 2.421 -0.376
12 C 2.447 1.882 1.069
13 O 3.651 2.349 1.652
14 C 1.215 2.418 1.809
15 C 1.127 1.839 3.219
16 N 1.075 0.391 3.188
17 C 0.865 -0.179 4.506
18 C 0.232 -1.568 4.460
19 C -1.222 -1.532 3.979
20 C -1.359 -1.049 2.563
21 C -1.936 0.180 2.279
22 C -2.106 0.598 0.971
23 C -1.705 -0.215 -0.074
24 C -1.106 -1.433 0.197
25 C -0.937 -1.847 1.506
26 C 2.245 -0.159 2.535
27 C 2.367 0.350 1.102
28 O 0.341 2.918 -1.329
29 N -0.583 2.426 -2.181
30 C -0.565 -0.860 -3.803
31 H -1.083 -4.728 -5.676
32 H -1.594 -3.391 -6.735
33 H -2.633 -3.905 -5.374
34 H -3.020 -1.664 -6.000
35 H -3.627 0.656 -5.560
36 H -2.291 2.033 -3.987
37 H 1.752 0.137 -2.203
38 H 3.442 2.038 -0.819
39 H 2.594 3.508 -0.312
40 H 3.669 2.074 2.576
41 H 0.320 2.130 1.258
42 H 1.262 3.506 1.865
43 H 1.978 2.203 3.831
44 H 0.210 2.202 3.689
45 H 1.815 -0.231 5.072
46 H 0.193 0.485 5.057
47 H 0.260 -1.988 5.468
48 H 0.812 -2.224 3.811
49 H -1.800 -0.885 4.643
50 H -1.634 -2.542 4.053
51 H -2.267 0.813 3.090
52 H -2.563 1.554 0.762
53 H -1.868 0.095 -1.094
54 H -0.787 -2.068 -0.617
55 H -0.488 -2.809 1.710
56 H 3.170 0.077 3.103
57 H 2.150 -1.246 2.511
58 H 1.488 0.031 0.543
59 H 3.260 -0.077 0.640
60 H 0.283 -1.317 -3.319

These are the Mulliken partial charges, in e, on atoms 1 to 5: C -0.911; O -0.409; C 0.513; C -0.459; C -0.746


(7)
Below is the molecule C25H30N4O2, with properties calculated with ωB97M-V with the def2-TZVPD basis set.

Properties
SMILES = Cc1ccc(Nc2cc(C(=O)NCCCN3CCOCC3)c3ccccc3n2)c(C)c1
Frontier orbital gap = 7.903 eV
Energy above the lowest of the compared OMol25 structures with the same formula, charge and spin = 100.0 kJ/mol
Total energy = -1340.19522 Eh
Molecular weight = 418.5 g/mol
Multiplicity = 1

Atoms and positions in Å:
1 C 0.863 2.522 7.196
2 C 1.315 1.859 5.930
3 C 1.324 2.536 4.720
4 C 1.740 1.909 3.561
5 C 2.140 0.577 3.583
6 N 2.572 -0.080 2.429
7 C 2.203 0.144 1.136
8 C 0.978 0.780 0.800
9 C 0.652 0.945 -0.517
10 C -0.669 1.579 -0.831
11 O -1.030 2.623 -0.325
12 N -1.425 0.877 -1.706
13 C -2.784 1.244 -2.021
14 C -3.801 0.534 -1.120
15 C -3.600 -0.984 -1.112
16 N -3.427 -1.522 -2.452
17 C -2.844 -2.854 -2.442
18 C -2.597 -3.302 -3.883
19 O -3.791 -3.317 -4.628
20 C -4.386 -2.041 -4.626
21 C -4.671 -1.558 -3.205
22 C 1.559 0.507 -1.523
23 C 1.378 0.718 -2.902
24 C 2.292 0.241 -3.805
25 C 3.422 -0.463 -3.368
26 C 3.640 -0.664 -2.034
27 C 2.728 -0.172 -1.077
28 N 3.015 -0.351 0.225
29 C 2.153 -0.119 4.800
30 C 2.607 -1.548 4.850
31 C 1.743 0.536 5.948
32 H 1.623 2.429 7.970
33 H 0.662 3.577 7.030
34 H -0.047 2.051 7.565
35 H 1.013 3.569 4.679
36 H 1.774 2.463 2.636
37 H 3.369 -0.694 2.521
38 H 0.293 1.088 1.573
39 H -1.122 -0.035 -2.011
40 H -2.974 0.990 -3.065
41 H -2.867 2.324 -1.881
42 H -4.805 0.790 -1.460
43 H -3.691 0.898 -0.098
44 H -2.692 -1.215 -0.548
45 H -4.446 -1.462 -0.587
46 H -1.894 -2.827 -1.903
47 H -3.509 -3.584 -1.947
48 H -2.205 -4.319 -3.909
49 H -1.873 -2.618 -4.353
50 H -5.312 -2.134 -5.195
51 H -3.720 -1.320 -5.125
52 H -5.098 -0.555 -3.246
53 H -5.404 -2.236 -2.731
54 H 0.521 1.280 -3.241
55 H 2.147 0.413 -4.862
56 H 4.129 -0.833 -4.096
57 H 4.515 -1.182 -1.674
58 H 2.403 -1.978 5.827
59 H 3.680 -1.618 4.667
60 H 2.096 -2.141 4.093
61 H 1.750 0.000 6.887

These are the Mulliken partial charges, in e, on atoms 1 to 5: C -1.404; C 0.752; C -1.067; C -0.578; C 0.283